Entry 1:
Density functional theory data (ωB97M-V/def2-TZVPD) for a 3-piece molecular cluster, C6H14N2 overall.

```
22
Properties=species:S:1:pos:R:3:forces:R:3:nbo_charge:R:1
H -2.68309 -2.19337 -0.63068 0.0 0.1 -0.4 0.34
N -1.68291 -2.14025 -0.81563 -0.1 -0.4 0.6 -0.65
C -1.35149 -1.34447 -1.73204 -0.1 0.5 -0.2 0.16
C 0.07340 -1.04557 -2.02015 0.1 0.9 -0.5 -0.71
H -2.06917 -0.76572 -2.33341 0.0 -0.1 0.1 0.15
H 0.21750 0.07479 -1.87753 0.1 -1.7 0.0 0.27
H 0.72682 -1.69776 -1.44895 0.1 0.2 0.2 0.22
H 0.27493 -1.22114 -3.07613 0.0 0.0 -0.2 0.22
C 0.39790 3.13793 0.80885 0.1 0.3 0.5 -0.73
C 0.00309 2.39071 -0.35425 -0.3 0.1 -1.1 0.33
N -0.31493 1.92673 -1.35696 0.0 0.4 0.4 -0.36
H 0.25366 4.20427 0.62274 0.0 -0.1 0.0 0.26
H 1.44702 2.95446 1.02041 0.1 0.0 0.1 0.26
H -0.20040 2.83524 1.66459 0.0 0.0 0.1 0.26
C 0.59783 -0.13004 1.31903 0.2 -0.5 -0.7 -0.62
C 0.63742 -1.63157 1.57269 0.0 0.1 0.1 -0.62
H -0.42613 0.22934 1.39975 -0.1 0.1 -0.1 0.20
H 1.20291 0.39538 2.05627 0.2 0.2 -0.2 0.19
H 0.95310 0.03582 0.27636 -0.1 0.3 0.9 0.21
H 1.65347 -2.01003 1.47818 0.1 -0.1 0.0 0.19
H 0.28078 -1.85673 2.57564 0.0 -0.1 0.1 0.19
H 0.00829 -2.14802 0.85122 0.0 -0.1 0.1 0.24
```
Positions in Å, forces in eV/Å.

Results
Energy relative to the best compared isomer or geometry (same formula, charge and spin) = 1.338 eV
Maximum force = 0.0337 Eh/bohr
SMILES = [H]/N=C/C.CC#N.CC
Highest occupied orbital energy = -9.479 eV
Multiplicity = 1
LUMO level = 0.7665 eV

---

Entry 2:
Density functional theory data (ωB97M-V/def2-TZVPD) for a 2-piece molecular cluster, C6H14N2 overall.

```
22
Properties=species:S:1:pos:R:3:forces:R:3:nbo_charge:R:1
C -2.53702 -0.14476 1.27951 1.1 0.4 0.4 -0.52
C -1.66559 0.45633 0.42340 -2.2 -2.5 -2.9 0.03
N -0.88728 -0.31358 -0.49814 0.4 0.7 1.7 -0.45
C -0.49071 0.28866 -1.74439 0.0 0.9 0.9 -0.40
C -0.35889 -1.57570 -0.05068 -0.4 0.4 0.3 -0.40
H -2.28119 -1.02974 1.83910 -0.1 -0.4 -0.3 0.19
H -3.54241 0.22389 1.39086 0.2 0.7 0.7 0.20
H -2.06428 1.33428 -0.07838 0.4 0.3 0.2 0.18
H 0.16238 -0.36576 -2.32247 -0.4 -0.1 0.0 0.20
H 0.06717 1.20938 -1.53019 0.1 -0.1 -0.3 0.19
H -1.38829 0.62260 -2.26749 0.0 -0.3 -0.5 0.19
H -0.00668 -1.50617 0.98511 0.4 0.2 -0.1 0.18
H 0.46206 -1.88099 -0.69844 -0.3 -0.2 0.1 0.21
H -1.16297 -2.30722 0.02878 -0.1 -0.4 -0.4 0.18
C 1.16641 1.31188 1.08326 2.3 -0.4 -1.0 -0.57
C 1.85661 0.85364 -0.01206 0.4 0.9 1.9 0.04
N 2.49404 -0.36322 -0.10115 -0.6 0.2 -0.2 -0.83
H 1.25309 0.73930 1.99736 -0.5 -0.3 0.0 0.19
H 1.16450 2.37554 1.25949 -0.7 0.2 -0.4 0.21
H 2.09343 1.51608 -0.83465 -0.3 0.0 -0.1 0.19
H 2.59659 -0.88496 0.75609 0.2 -0.1 -0.4 0.39
H 3.06903 -0.55947 -0.90489 -0.1 -0.1 0.4 0.39
```
Positions in Å, forces in eV/Å.

Results
Energy relative to the best compared isomer or geometry (same formula, charge and spin) = 3.527 eV
Maximum force = 0.0856 Eh/bohr
SMILES = C=CN(C)C.C=CN
Highest occupied orbital energy = -7.063 eV
Multiplicity = 1
LUMO level = 0.8888 eV

---

Look up the highest occupied orbital energy of the first one.
-9.479 eV